Computed, not measured: a molecular structure, C29H27BClGeN6O2Rh at a distorted geometry, with the ωB97M-V functional and the def2-TZVPD basis.

Values from the calculation:
- multiplicity = 2
- total charge = +1
- strongest force on any atom (eV/A) = 3.68
- ΔE to the lowest compared entry with this formula, charge and spin (kJ/mol) = 201.10
- LUMO energy (alpha / beta) (eV) = -3.894 / -3.875

XYZ file:
```
68
Properties=species:S:1:pos:R:3:forces:R:3
H -2.302540 3.685555 -1.712641 0.00 -0.55 -0.68
H 0.027860 3.615658 0.779110 0.00 -0.03 -0.01
C -1.493090 1.836628 -0.875383 0.19 -0.89 0.30
H -1.652607 -3.588495 2.888648 0.00 0.00 0.00
H 4.715739 -0.907584 3.268979 -0.01 0.08 -0.02
H 1.469418 5.251387 2.407323 0.01 -0.01 0.02
H -4.137136 -0.605179 -0.124113 -0.04 0.04 0.01
H -1.099530 -1.517290 1.667217 -0.01 -0.03 0.05
C 3.847107 -1.092400 2.659940 -0.13 -0.12 0.00
H -1.298323 -5.836267 -0.736574 0.01 0.01 -0.01
H 3.643447 1.044870 -2.938337 -0.04 -0.03 0.03
H -5.637505 -0.608703 1.851073 0.03 -0.05 0.01
H 3.289874 -3.216384 2.912995 -0.02 0.02 0.03
H -1.706469 -5.748599 1.696475 -0.07 0.00 -0.02
H 3.700005 3.780012 2.993747 0.02 -0.08 -0.01
H 0.719449 -1.165477 -4.013299 0.01 0.04 -0.01
C -2.221468 1.181591 2.025137 0.39 -0.09 -0.01
N 1.600296 2.255276 1.100071 0.55 -0.29 -0.66
C 4.137435 1.163372 -1.988229 0.19 0.01 0.12
C 5.553910 1.468236 -0.338469 0.02 0.02 -0.09
C -4.291320 0.541087 3.066584 0.05 -0.02 -0.02
C -3.102313 -0.750297 -4.383814 -0.06 0.08 0.04
C -1.174869 -2.456711 1.130647 -0.09 -0.13 -0.09
C 0.972488 3.419734 1.253582 0.07 -0.02 0.16
H -0.309380 -1.179081 -6.251887 0.00 0.03 0.00
N 3.457544 1.079727 -0.849527 -0.23 0.00 -0.35
C -3.854774 -0.096521 0.789108 0.03 -0.02 -0.33
N 4.319863 1.274233 0.157394 0.50 0.16 0.09
O -0.362804 1.913314 -1.277099 0.33 0.76 -0.40
H 4.781372 1.539434 2.352501 0.01 -0.05 0.05
Rh 1.436035 0.608434 -0.308807 -1.41 -0.08 1.85
C -0.950399 -2.497385 -0.247252 0.05 0.44 -0.09
H -4.172346 -0.628324 -4.493823 0.00 0.00 0.00
C 2.109934 -1.893846 1.580512 0.06 -0.04 0.00
C 3.117237 -2.250160 2.473725 -0.09 -0.04 0.00
C 5.485378 1.411687 -1.714899 -0.04 -0.03 -0.09
C -2.300572 -0.881145 -5.510613 0.05 0.00 0.01
H -1.232973 1.624200 2.071473 -0.05 0.13 -0.02
N 2.224337 -0.605104 1.260567 -0.06 0.50 -1.11
H 6.288162 1.528566 -2.420940 0.01 0.00 0.02
H 6.398043 1.623803 0.312019 -0.05 0.04 0.05
H -2.739709 1.663723 4.040990 0.02 -0.04 0.01
C -1.152444 -0.912660 -2.977233 0.08 0.13 0.37
C -2.652950 0.578166 0.861816 -0.55 0.14 0.17
C -3.054121 1.168147 3.132791 -0.08 -0.03 -0.01
B 3.861746 1.282869 1.637483 -0.03 -0.17 -0.47
H -0.787679 -3.763776 -1.981850 -0.09 -0.03 -0.01
H -3.579884 2.598556 -0.917129 0.05 -0.59 -0.80
C -2.533622 -0.771910 -3.118761 0.08 -0.07 -0.12
C -0.355095 -1.052624 -4.110688 -0.02 0.03 -0.02
H 1.321072 -2.499203 1.169431 0.03 0.01 -0.05
H -2.744626 -0.838237 -6.496233 -0.01 -0.07 0.00
C -0.990384 -3.720357 -0.916986 -0.12 0.07 0.04
C 2.844971 3.522124 2.391998 -0.02 0.09 -0.02
Cl -2.552067 4.007082 0.582420 0.30 -1.05 -1.38
H -3.165640 -0.682179 -2.242487 -0.03 -0.03 -0.04
C -0.930610 -1.053966 -5.374917 -0.02 0.01 0.01
N 2.756081 2.332340 1.778279 0.06 0.34 0.49
Ge -0.291787 -0.928120 -1.219827 0.68 -0.85 0.15
C -1.273070 -4.886615 -0.218277 0.06 -0.04 -0.01
C -4.679111 -0.110699 1.903564 -0.04 0.07 0.06
H -4.950203 0.554584 3.923963 0.01 -0.03 0.01
N 3.298839 -0.118770 1.924049 -0.16 -0.05 0.08
O -1.833599 0.638504 -0.296557 0.08 0.05 -0.09
C -1.473994 -3.621575 1.821403 0.02 0.04 0.04
C 1.719021 4.255978 2.085346 -0.15 0.02 -0.04
C -2.542376 2.873067 -1.043285 -0.36 2.27 2.88
C -1.513283 -4.836311 1.147607 0.03 0.02 0.00
```
Forces are in eV/Å.

Computed, not measured: a single C7H14N2S molecule at a distorted geometry, with the ωB97M-V functional and the def2-TZVPD basis.

Values from the calculation:
- strongest force on any atom (eV/A) = 4.69
- ΔE to the lowest compared entry with this formula, charge and spin (kJ/mol) = 497.17
- LUMO energy (eV) = 0.735

XYZ file:
```
24
Properties=species:S:1:pos:R:3:forces:R:3
S 2.841635 0.956617 0.293348 -0.04 0.84 0.00
H 0.709309 -3.140191 -1.202604 0.28 1.01 0.58
C -0.561534 0.561948 1.577935 -0.96 -0.32 -1.56
H 2.399349 -2.788965 -0.622402 -1.39 0.17 -0.19
C 2.224727 -0.464338 -0.130634 -0.40 -1.26 0.26
C -0.323553 -0.945382 -0.371776 -0.19 -1.28 -0.16
H -2.376246 -0.393479 -1.211534 -0.49 1.44 1.20
C -0.815086 0.407447 0.056130 0.47 -0.13 -0.62
N -0.037009 1.322325 -0.833334 -0.74 -0.62 0.87
H -0.555051 -1.092676 -1.434284 0.23 0.29 0.00
C 0.232565 2.421017 -0.304868 1.18 3.03 -2.30
C -2.270980 0.529594 -0.523720 0.70 -0.70 -1.78
H -0.902062 -1.817402 0.090177 0.91 1.23 0.03
N 1.156501 -1.203454 -0.252952 -1.70 -0.14 0.55
H -1.197982 -0.170325 2.037297 -0.93 0.28 0.66
H 1.252947 -3.367788 0.487528 -0.80 1.75 -0.28
H 1.826739 1.940287 0.367616 0.89 -0.37 0.34
H -0.045300 2.825151 0.647241 -0.30 -0.16 0.71
C 1.294172 -2.633300 -0.387317 3.42 -3.12 -0.76
H 0.389961 0.230736 1.894832 1.48 -0.22 -0.23
H -0.647422 1.585684 1.867160 -0.72 0.33 0.78
H -2.239750 1.387578 -1.245800 -0.37 -0.68 0.84
H 0.762237 3.218492 -0.946310 -0.73 -1.24 0.79
H -3.118177 0.630431 0.148282 0.19 -0.13 0.25
```
Forces are in eV/Å.

Computed, not measured: a molecular structure, C27H23N5S3W at a distorted geometry, with the ωB97M-V functional and the def2-TZVPD basis.

Values from the calculation:
- strongest force on any atom (eV/A) = 1.97
- ΔE to the lowest compared entry with this formula, charge and spin (kJ/mol) = 10.05
- LUMO energy (alpha / beta) (eV) = -1.124 / -0.984

XYZ file:
```
59
Properties=species:S:1:pos:R:3:forces:R:3
C -3.366045 -4.421900 0.485346 -0.02 0.01 -0.01
N -0.852647 -0.233186 -0.419423 -0.25 -0.10 -0.35
H 0.063348 6.518479 3.531716 -0.01 0.00 0.00
H -1.313389 -4.966153 0.800510 0.01 0.00 0.00
H -4.412163 -1.501418 -0.876368 -0.01 -0.01 0.01
C 4.115155 -0.081530 -1.425494 -0.02 -0.01 -0.06
C -0.214663 4.742487 2.374360 -0.03 -0.03 -0.03
H 1.030152 -3.696666 3.901599 0.02 0.01 -0.01
N 0.277034 -3.074113 3.665627 -0.07 0.03 0.00
C -1.995049 -4.212828 0.427232 0.01 0.01 -0.01
H 2.760826 2.203560 -3.515054 0.00 0.01 0.00
H 2.902343 3.372104 4.181406 0.01 0.02 0.01
C 0.519825 -2.106250 2.745424 -0.09 0.06 0.09
S -0.610058 2.493243 0.899758 0.09 -0.79 -0.10
H 4.917263 -1.507421 1.192361 0.00 0.00 0.00
H 2.065971 5.638197 4.702282 0.00 0.00 0.00
C -3.736545 -2.268187 -0.517536 0.00 -0.03 -0.01
C 2.933633 -1.187798 0.475279 -0.06 -0.33 0.05
C -2.142244 1.237197 -2.513783 -0.02 -0.02 -0.01
C 1.558174 5.030953 3.964137 -0.02 -0.01 -0.02
C -3.262216 1.091761 -4.635812 0.00 -0.01 -0.01
C -2.334841 -0.130031 -2.304633 0.00 0.03 0.01
H -3.623198 1.565857 -5.539223 0.00 0.00 0.00
H -1.095934 5.108416 1.862387 0.00 0.01 0.00
C -3.461237 -0.266237 -4.434683 0.01 0.02 0.01
H 4.413173 -2.640047 -0.065849 0.00 0.00 0.00
C 3.005738 -0.238498 -0.580781 0.03 0.04 -0.07
C 2.028953 3.765001 3.676839 -0.01 -0.03 -0.03
H 4.890827 0.920711 -3.139757 0.00 0.00 0.00
C -2.602397 1.842343 -3.669957 0.00 -0.01 -0.01
N 1.609542 -2.215373 2.045773 0.10 0.08 0.02
C 4.045998 0.791675 -2.477155 -0.02 0.04 0.00
C 0.255045 3.460125 2.080942 0.01 0.04 0.04
C 0.432092 5.526107 3.308549 0.03 0.01 0.02
C -3.004044 -0.874547 -3.274856 0.04 0.00 -0.01
H -1.643554 1.821215 -1.750100 -0.01 0.01 0.01
H -0.445154 -2.916116 4.344371 0.03 -0.02 0.01
S -0.682280 -0.854168 2.599748 0.42 -0.14 -0.25
H -3.155207 -1.935885 -3.126159 0.01 0.01 -0.01
C 1.387520 2.962099 2.727259 0.02 -0.02 0.01
W 0.457833 0.360838 0.760035 -0.99 1.60 0.58
C 2.860998 1.517862 -2.686723 0.05 -0.04 0.02
H -0.427507 -2.850642 -0.125652 0.00 -0.02 -0.01
C -2.362138 -2.053325 -0.574350 -0.05 0.12 0.03
C -1.495434 -3.031639 -0.097399 0.01 -0.02 0.06
H -5.305338 -3.602045 0.069345 0.00 0.00 0.00
C -1.807452 -0.763436 -1.071890 0.09 0.09 -0.09
N 1.758316 -1.236841 1.086960 0.36 -0.28 -0.09
H 0.900774 1.920691 -1.915265 0.00 -0.03 0.00
H -3.758167 -5.341768 0.899641 0.00 0.00 0.00
H 3.769509 -2.798550 1.576248 0.02 0.00 0.00
S 2.027539 1.385003 2.332475 0.09 0.13 -0.02
C 4.074644 -2.090548 0.814556 0.01 0.01 -0.03
H -2.456443 2.904896 -3.816061 0.00 0.01 0.00
H -3.973192 -0.856291 -5.183732 0.00 0.00 0.00
C -4.235556 -3.446984 0.014282 0.00 -0.01 0.01
H 5.008554 -0.657970 -1.234239 -0.01 -0.02 -0.02
N 1.882610 0.516506 -0.758808 0.35 -0.53 0.19
C 1.820702 1.361067 -1.815703 -0.09 0.13 0.09
```
Forces are in eV/Å.